1.
A structure of composition C26H30AlBr30, computed with wB97M-V/def2-TZVPD.

Structure (XYZ):
```
87
Properties=species:S:1:pos:R:3
C 6.33 -4.62 1.27
C 5.76 -3.24 1.50
C 6.63 -2.18 1.74
C 6.19 -0.88 1.94
C 4.82 -0.63 1.91
C 3.95 -1.69 1.70
C 4.38 -3.01 1.49
C 3.34 -4.05 1.26
Al 2.39 -3.76 -0.54
C 0.35 -3.76 -0.38
C -0.16 -2.92 0.74
C 0.18 -1.56 0.76
C -0.22 -0.70 1.77
C -1.00 -1.19 2.82
C -1.37 -2.53 2.80
C -0.97 -3.40 1.79
C -1.40 -4.84 1.80
H 5.67 -5.18 0.61
H 7.29 -4.53 0.77
H 6.49 -5.18 2.19
H 7.70 -2.36 1.78
H 6.87 -0.05 2.09
H 4.37 0.35 2.06
H 2.89 -1.50 1.70
H 2.58 -3.89 2.03
H 3.73 -5.05 1.37
H 2.84 -4.92 -1.58
H 2.84 -2.31 -1.09
H -0.07 -4.76 -0.39
H 0.01 -3.29 -1.30
H 0.81 -1.18 -0.04
H 0.07 0.34 1.76
H -1.28 -0.52 3.62
H -1.99 -2.88 3.62
H -1.76 -5.12 0.81
H -0.54 -5.47 2.03
H -2.21 -5.02 2.51
C 2.29 3.04 4.16
Br 3.17 4.65 3.57
Br 0.37 3.16 3.94
Br 3.01 1.48 3.29
H 2.48 2.94 5.22
C 0.09 -2.36 -4.76
Br -1.68 -3.11 -4.69
Br 0.33 -1.03 -3.39
Br 1.44 -3.73 -4.65
H 0.20 -1.86 -5.71
C -5.11 -0.95 -2.88
Br -4.69 -0.16 -4.59
Br -5.47 -2.83 -3.04
Br -3.75 -0.60 -1.57
H -6.02 -0.48 -2.53
C -9.86 -2.05 -4.08
Br -9.55 -3.91 -3.68
Br -10.42 -1.06 -2.53
Br -8.33 -1.24 -4.92
H -10.67 -2.01 -4.79
C 8.23 3.64 2.22
Br 6.70 2.86 3.08
Br 9.32 2.31 1.36
Br 7.72 5.04 0.99
H 8.84 4.10 2.99
C 1.71 8.47 3.10
Br 3.63 8.45 3.22
Br 0.99 10.23 3.44
Br 1.13 7.77 1.40
H 1.32 7.81 3.86
C -6.30 -4.09 1.10
Br -4.44 -4.40 0.78
Br -6.65 -2.23 1.48
Br -7.40 -4.72 -0.35
H -6.58 -4.65 1.98
C 1.52 9.95 -2.19
Br -0.12 8.98 -2.43
Br 1.36 11.30 -0.83
Br 3.00 8.77 -1.83
H 1.74 10.46 -3.12
C -14.62 0.53 -3.42
Br -14.31 -1.33 -3.00
Br -15.18 1.51 -1.87
Br -13.08 1.34 -4.25
H -15.43 0.56 -4.13
C 4.70 5.49 -2.91
Br 3.27 5.40 -4.20
Br 4.62 4.03 -1.66
Br 6.42 5.60 -3.77
H 4.57 6.40 -2.35
```

* electronic energy: -2135318.718 eV
* multiplicity: 1
* molecular weight: 2766.628 g/mol
* E_HOMO: -4.5751 eV
* charge: -1


2.
A cluster of 2 separate species, C5H4N in total, computed with wB97M-V/def2-TZVPD.

Structure (XYZ):
```
10
Properties=species:S:1:pos:R:3
C 0.68 -4.25 -1.94
C 0.34 -3.18 -1.67
C -0.84 -0.74 -0.61
C -1.03 0.52 -0.04
C -0.27 1.51 0.55
N -1.96 -0.11 -0.81
H 0.66 -5.34 -1.87
H -0.62 2.54 0.24
H 0.73 1.30 0.50
H -0.56 1.74 1.66
```

* electronic energy: -6720.459 eV
* multiplicity: 1
* molecular weight: 78.094 g/mol
* ΔE to the lowest compared entry with this formula, charge and spin: 760.3 kJ/mol
* E_HOMO (alpha / beta): -15.2154 / -14.8001 eV
* charge: +1


Which value of multiplicity does entry 2 give? 1